C5H7NS2 | ωB97M-V/def2-TZVPD

XYZ file:
```
15
Properties=species:S:1:pos:R:3:nbo_charge:R:1
S -0.206 -0.832 2.672 0.01
S -0.102 -0.016 -1.916 0.23
N -2.241 -0.794 0.969 -0.79
C 0.445 1.560 -1.153 -0.56
C 1.545 -0.405 -0.046 -0.26
C -1.668 -0.798 2.119 -0.01
C 0.613 -1.087 -0.753 -0.38
C 1.524 0.947 -0.272 -0.19
H -0.454 1.922 -0.665 0.24
H 0.269 -2.083 -0.889 0.24
H -3.205 -0.546 0.866 0.40
H 2.205 -0.925 0.593 0.24
H -1.695 -0.693 0.130 0.39
H 0.859 2.102 -2.010 0.25
H 2.111 1.646 0.357 0.21
```

Computed properties:
Energy relative to the best compared isomer or geometry (same formula, charge and spin) ... 3.487 eV
F_max ... 3.18 eV Å⁻¹
Spin multiplicity ... 1
HOMO (spin up / spin down) ... -7.14 / -7.21 eV
Total energy ... -28455.3796 eV
HOMO-LUMO gap (spin up / spin down) ... 0.262 / 0.256 Eh